Record 1
{"formula": "C51H56Ge2N2O7P3RuS2", "method": "ωB97M-V with the def2-TZVPD basis set", "species": ["Ru", "O", "P", "O", "O", "O", "P", "O", "O", "O", "H", "H", "C", "C", "C", "C", "C", "C", "N", "N", "C", "C", "C", "C", "C", "C", "H", "H", "H", "H", "H", "H", "H", "H", "H", "C", "Ge", "C", "C", "C", "C", "C", "C", "C", "C", "C", "C", "C", "C", "C", "C", "C", "C", "C", "C", "H", "H", "H", "H", "H", "H", "H", "H", "H", "H", "H", "H", "H", "H", "H", "H", "C", "C", "C", "C", "Ge", "C", "C", "C", "C", "H", "H", "H", "H", "H", "H", "H", "H", "H", "H", "H", "H", "H", "H", "H", "H", "H", "H", "H", "S", "P", "S", "C", "C", "C", "C", "C", "C", "C", "C", "C", "C", "C", "C", "H", "H", "H", "H", "H", "H", "H", "H", "H", "H"], "xyz": [[-0.633340, 0.062276, -0.419646], [-0.593868, 3.273340, -2.791914], [0.269268, 3.249103, -1.447248], [1.439176, 4.127111, -1.559010], [0.464966, 1.798618, -1.038946], [-0.767667, 3.846830, -0.329858], [-1.954190, 3.008436, 0.338935], [-2.787037, 2.648314, -1.001177], [-2.726398, 3.816800, 1.298862], [-1.380911, 1.704596, 0.884870], [-1.278869, 2.582498, -2.773647], [-3.618925, 2.193216, -0.798254], [-6.582526, 0.440554, -0.109596], [-6.238725, -0.739959, -0.755291], [-4.958936, -1.256427, -0.672656], [-3.970367, -0.591616, 0.073757], [-4.334157, 0.584071, 0.742559], [-5.615812, 1.096877, 0.645774], [-2.657526, -1.059788, 0.124458], [-2.582793, -2.383765, -0.032832], [-1.334033, -2.841839, -0.336895], [-1.151639, -4.235802, -0.452850], [0.066771, -4.761449, -0.826203], [1.140403, -3.914099, -1.083661], [0.977667, -2.539023, -0.941113], [-0.240481, -1.984238, -0.582824], [-7.585375, 0.841523, -0.194401], [-6.979468, -1.264020, -1.350649], [-4.693393, -2.163400, -1.194367], [-3.591010, 1.067031, 1.358657], [-5.847925, 2.013026, 1.175329], [-2.003656, -4.873717, -0.247686], [0.184883, -5.835661, -0.916794], [2.102165, -4.313990, -1.382243], [1.829823, -1.892349, -1.117395], [0.728474, -0.186637, 1.072104], [0.020973, 0.082007, 2.927584], [0.270344, -1.839043, 3.408345], [1.533818, -2.426231, 3.484532], [1.688197, -3.799984, 3.589546], [0.573217, -4.625408, 3.594636], [-0.689173, -4.063202, 3.493327], [-0.834978, -2.685916, 3.408709], [-1.650147, 0.531569, 3.907493], [-1.738871, -0.123881, 5.140411], [-2.741836, 0.172443, 6.049882], [-3.681829, 1.149388, 5.753691], [-3.586049, 1.830995, 4.554332], [-2.577589, 1.530438, 3.646028], [1.226239, 1.256751, 3.969283], [0.927700, 2.620973, 3.952828], [1.630684, 3.517671, 4.739761], [2.646690, 3.064336, 5.571313], [2.947001, 1.714232, 5.608969], [2.237916, 0.820461, 4.815675], [1.029390, -1.223142, 1.198343], [2.424295, -1.811079, 3.410559], [2.683548, -4.226530, 3.635571], [0.689143, -5.701433, 3.649419], [-1.568345, -4.695603, 3.454260], [-1.832666, -2.271142, 3.309599], [-1.013927, -0.884294, 5.405815], [-2.782970, -0.362289, 6.992093], [-4.470381, 1.383977, 6.459673], [-4.288747, 2.618215, 4.309691], [-2.505593, 2.127078, 2.753596], [0.129809, 2.990444, 3.315317], [1.385022, 4.571848, 4.698821], [3.202046, 3.763871, 6.184714], [3.735803, 1.350740, 6.257653], [2.478054, -0.233495, 4.876824], [4.896896, 4.847021, 1.236298], [4.560469, 3.969152, 2.434791], [4.178768, 2.539560, 2.047929], [2.917542, 2.459301, 1.195182], [2.489722, 0.630313, 0.608828], [3.090433, 0.538006, -1.274967], [4.547459, 0.127983, -1.503645], [4.810589, -1.383109, -1.567947], [5.289085, -2.021755, -0.271606], [5.192703, 5.851768, 1.547294], [4.046812, 4.945198, 0.561826], [5.722886, 4.420651, 0.660711], [3.732954, 4.412415, 2.995266], [5.416247, 3.940961, 3.119929], [4.043869, 1.944370, 2.955671], [5.021882, 2.084795, 1.512675], [3.017592, 3.033477, 0.273331], [2.078811, 2.905950, 1.727413], [3.415934, -0.345413, 1.423672], [2.941552, 1.562883, -1.619780], [2.439839, -0.052710, -1.921153], [5.203876, 0.587235, -0.754653], [4.861368, 0.555321, -2.462464], [5.559019, -1.576749, -2.344480], [3.905166, -1.889264, -1.915235], [6.213724, -1.551127, 0.073140], [5.488573, -3.086785, -0.412254], [4.555478, -1.918342, 0.525847], [1.206045, 0.183586, -4.386084], [-0.668059, -0.350570, -4.343424], [-1.803577, -0.131861, -2.655838], [-0.875072, -2.086618, -4.879711], [-0.722101, -2.397765, -6.228842], [-0.815092, -3.708667, -6.660325], [-1.047726, -4.726030, -5.741345], [-1.185815, -4.421221, -4.397140], [-1.104279, -3.104231, -3.966311], [-1.668645, 0.547840, -5.588443], [-2.982888, 0.159777, -5.834826], [-3.752689, 0.848668, -6.755059], [-3.217279, 1.940372, -7.430456], [-1.913154, 2.334878, -7.179208], [-1.138431, 1.637999, -6.261458], [-0.527439, -1.606666, -6.944006], [-0.703266, -3.939052, -7.713226], [-1.117297, -5.754328, -6.075906], [-1.355339, -5.201473, -3.665908], [-1.220522, -2.873330, -2.914815], [-3.405747, -0.678565, -5.293921], [-4.775135, 0.541776, -6.939664], [-3.823057, 2.486100, -8.144163], [-1.494979, 3.192482, -7.691783], [-0.119102, 1.934535, -6.046234]], "forces_ev_per_angstrom": [[-0.144, 0.068, 0.234], [-0.006, -0.024, -0.021], [-0.112, 0.150, -0.157], [0.039, 0.042, 0.050], [0.250, -0.239, -0.234], [0.014, 0.039, -0.009], [-0.100, 0.177, -0.146], [-0.087, 0.083, 0.023], [-0.030, 0.109, 0.047], [-0.030, -0.349, -0.042], [0.041, 0.050, 0.010], [0.117, -0.037, 0.031], [-0.051, 0.106, 0.050], [-0.066, -0.059, -0.053], [0.046, 0.026, 0.029], [0.035, -0.101, -0.130], [0.189, -0.064, 0.071], [-0.029, -0.021, -0.027], [-0.115, -0.186, 0.104], [-0.084, 0.151, -0.012], [-0.071, 0.116, 0.031], [-0.082, 0.060, 0.034], [-0.005, -0.021, -0.011], [0.094, -0.021, -0.015], [0.023, 0.088, -0.028], [-0.018, -0.024, -0.090], [0.004, 0.008, 0.012], [-0.001, 0.015, 0.006], [0.050, -0.024, -0.005], [-0.054, 0.007, -0.022], [-0.041, 0.018, 0.001], [-0.003, 0.005, 0.007], [0.013, -0.005, -0.004], [0.003, 0.001, -0.004], [-0.020, -0.022, -0.015], [0.125, 0.085, 0.282], [0.343, -0.448, 0.084], [0.010, 0.192, 0.076], [0.072, 0.073, -0.022], [0.036, -0.072, -0.001], [0.014, -0.048, 0.005], [-0.067, -0.044, -0.002], [-0.112, -0.004, -0.037], [0.093, -0.099, -0.106], [-0.010, -0.089, -0.002], [-0.008, -0.022, 0.041], [-0.026, -0.027, 0.069], [-0.021, 0.047, -0.047], [0.070, 0.156, -0.006], [-0.186, 0.003, -0.032], [-0.021, 0.005, 0.007], [-0.003, 0.035, -0.019], [0.018, 0.089, 0.020], [0.057, -0.030, 0.062], [0.031, -0.132, -0.005], [-0.028, 0.028, -0.129], [0.012, 0.025, 0.006], [0.001, -0.012, 0.008], [0.006, 0.001, -0.002], [0.011, -0.009, 0.007], [0.005, 0.006, -0.012], [0.006, 0.007, -0.012], [-0.010, 0.004, 0.003], [0.000, -0.003, -0.001], [-0.007, 0.010, -0.008], [-0.029, 0.022, -0.060], [-0.012, 0.010, 0.001], [0.006, 0.016, 0.013], [0.002, 0.010, 0.004], [0.001, -0.005, 0.004], [0.005, -0.024, -0.005], [0.028, 0.050, -0.033], [0.004, -0.017, 0.020], [0.044, -0.028, 0.039], [-0.183, 0.006, -0.098], [0.067, -0.049, 0.051], [-0.066, -0.015, 0.047], [0.066, 0.043, -0.110], [0.036, -0.043, -0.131], [0.006, -0.053, 0.058], [0.001, 0.006, 0.010], [-0.028, 0.011, -0.010], [0.016, -0.023, -0.005], [-0.020, 0.012, -0.008], [-0.008, -0.008, -0.002], [-0.002, 0.024, 0.006], [0.019, -0.016, -0.026], [0.007, -0.004, -0.067], [-0.059, -0.029, 0.001], [0.022, 0.209, 0.067], [-0.005, 0.023, 0.035], [-0.054, -0.008, 0.120], [0.036, -0.038, 0.041], [-0.045, 0.025, 0.019], [0.024, 0.005, 0.049], [-0.023, 0.022, 0.000], [0.009, 0.016, 0.005], [0.002, -0.021, 0.012], [-0.036, -0.009, 0.008], [0.050, -0.045, -0.017], [-0.049, -0.010, 0.064], [-0.065, 0.092, -0.085], [0.055, 0.075, -0.020], [0.010, 0.070, -0.056], [-0.007, -0.067, -0.022], [-0.003, -0.023, -0.023], [0.008, -0.052, 0.025], [-0.024, 0.019, 0.100], [0.043, -0.024, 0.036], [-0.055, -0.050, 0.017], [-0.035, 0.033, -0.042], [-0.026, -0.009, -0.002], [-0.012, 0.041, -0.036], [0.077, -0.014, 0.051], [0.002, 0.013, 0.010], [0.002, -0.007, -0.002], [-0.002, -0.009, -0.007], [0.000, -0.018, -0.002], [-0.005, 0.012, 0.000], [0.009, -0.013, 0.010], [0.002, 0.005, -0.001], [0.000, 0.001, -0.003], [-0.004, 0.004, -0.002], [0.012, 0.009, 0.004]], "homo_lumo_gap_ev": [5.49, 6.64], "homo_ev": [-1.36, -3.26], "total_energy_ev": -236268.4596, "spin_multiplicity": 6, "charge": -2, "e_above_lowest_ev": 0.000}

=====

Record 2
{"formula": "C7H12N3", "method": "ωB97M-V with the def2-TZVPD basis set", "species": ["C", "C", "C", "C", "C", "C", "C", "N", "N", "N", "H", "H", "H", "H", "H", "H", "H", "H", "H", "H", "H", "H"], "xyz": [[0.061327, -1.079836, -1.206436], [0.101147, 1.005374, -1.158270], [-1.419344, -0.884936, 0.515707], [1.038313, -0.449395, 1.167110], [-1.586377, 0.595695, 0.351022], [0.658968, 1.101963, 1.119894], [0.065884, -1.243908, 0.243635], [0.020680, -1.541804, -2.311437], [-0.349091, 1.258514, 0.033781], [1.231329, 1.563441, -1.664990], [-1.545192, -1.030435, 1.618850], [-2.141966, -1.589276, 0.014389], [2.188923, -0.754786, 0.908716], [0.773648, -0.662126, 2.215667], [-2.347151, 1.011114, -0.349969], [-1.859507, 0.977513, 1.406119], [-0.021706, 1.406001, 1.990978], [1.591068, 1.668038, 1.049533], [0.343984, -2.317296, 0.419456], [0.071115, -2.538861, -2.524388], [1.611581, 1.121873, -2.501013], [1.512366, 2.383135, -1.338356]], "forces_ev_per_angstrom": [[1.057, 3.072, -1.331], [2.326, -2.577, -2.096], [-0.246, -2.042, 2.041], [0.959, 0.481, -0.756], [-1.917, 2.145, 1.512], [-0.985, -0.364, 1.041], [0.069, -1.324, 0.910], [-0.024, -0.790, -0.380], [1.276, 1.395, 0.579], [-3.693, -5.533, -0.874], [-0.098, -0.489, -0.909], [0.771, 1.021, 0.256], [-2.892, 1.095, 0.790], [0.551, -0.839, -0.486], [0.429, -0.861, 0.516], [0.066, -0.169, -1.864], [1.883, -0.425, -0.620], [-0.667, 0.445, -0.105], [-0.789, 0.635, -0.145], [0.061, 0.109, 0.127], [-0.109, 0.605, 0.322], [1.970, 4.409, 1.473]], "homo_lumo_gap_ev": 8.53, "homo_ev": -12.82, "total_energy_ev": -11913.6383, "charge": 1, "e_above_lowest_ev": 4.903}

=====

Record 3
{"formula": "C6H10ClOP", "method": "ωB97M-V with the def2-TZVPD basis set", "species": ["C", "C", "C", "C", "C", "C", "O", "P", "Cl", "H", "H", "H", "H", "H", "H", "H", "H", "H", "H"], "xyz": [[0.583389, -0.462152, -0.029854], [1.312874, 0.536141, -0.494806], [-0.859395, -0.290297, 0.085928], [2.824792, 0.563540, -0.556101], [-1.604339, -0.903048, -1.119092], [-1.570307, -0.697855, 1.413178], [0.685021, 1.803320, -0.700920], [-0.879080, 1.842569, -0.346520], [-0.727452, 2.516267, 1.553596], [1.173744, -1.308678, 0.302385], [3.173176, 1.478020, -1.035345], [3.315444, -0.272382, -0.984504], [3.254613, 0.647035, 0.510181], [-2.619286, -0.909506, -0.806738], [-1.198085, -1.864702, -1.202213], [-1.508139, -0.252796, -1.981058], [-1.748298, -1.819932, 1.435974], [-2.600089, -0.239206, 1.588994], [-1.008582, -0.366335, 2.366916]], "forces_ev_per_angstrom": [[0.845, 0.207, 0.215], [0.909, 0.909, 0.589], [-1.791, 2.252, -0.012], [0.092, 1.668, 2.045], [0.377, 1.868, 1.411], [-0.006, 0.254, 1.352], [1.542, -1.282, -0.830], [-0.928, -2.566, 0.442], [-0.137, 0.465, 1.025], [-0.429, -0.387, -0.069], [-0.098, -0.108, -0.243], [0.026, -0.899, -0.633], [-0.796, -0.127, -1.384], [-1.154, -0.357, -0.216], [0.217, -1.554, -0.836], [0.193, -0.393, -0.458], [0.441, 1.195, 0.031], [1.233, -0.409, -0.800], [-0.535, -0.735, -1.628]], "homo_lumo_gap_ev": 9.57, "homo_ev": -8.78, "total_energy_ev": -30242.6694, "smiles": "CC1=CC(C)(C)P(Cl)O1", "e_above_lowest_ev": 0.000}

=====

Record 4
{"formula": "C3H5I", "method": "ωB97M-V with the def2-TZVPD basis set", "species": ["C", "C", "C", "I", "H", "H", "H", "H", "H"], "xyz": [[0.835475, -1.990226, 0.178358], [0.394986, -0.983263, -0.541841], [-0.579749, 1.779677, -0.128573], [-1.579671, -0.107769, 0.104762], [1.819376, -2.359059, -0.081559], [0.363616, -2.530034, 0.989356], [-1.276224, 2.495256, -0.549577], [0.243899, 1.583208, -0.807997], [-0.221709, 2.112214, 0.837074]], "forces_ev_per_angstrom": [[-0.383, -0.510, 0.548], [1.132, 0.157, -0.770], [-0.291, -0.084, -0.070], [-0.339, 0.763, 0.324], [0.171, 0.073, -0.233], [-0.116, 0.065, 0.080], [-0.129, -0.036, 0.015], [-0.008, -0.299, -0.021], [-0.039, -0.129, 0.128]], "homo_lumo_gap_ev": 8.11, "homo_ev": -8.09, "total_energy_ev": -11288.3517, "e_above_lowest_ev": 3.677}